9
Properties=species:S:1:pos:R:3:nbo_charge:R:1 method="wB97M-V/def2-TZVPD" orbital_gap_ev=8.4 charge=-1 energy_ev=-17903.55273 lumo_energy_ev=4.6
N 1.01525 -1.23256 0.11402 -0.38
N -0.19477 -1.36762 0.40643 -0.41
N 0.33984 1.18708 0.24038 -1.25
O -1.06875 -0.28537 -1.78580 -1.16
O -2.09034 0.54128 0.80644 -1.13
P -0.91725 0.14980 -0.02522 2.24
H 1.51058 -2.06447 0.24029 0.29
H 1.30435 0.92160 0.00418 0.41
H 0.10108 2.15025 -0.00072 0.39

9
Properties=species:S:1:pos:R:3:nbo_charge:R:1 method="wB97M-V/def2-TZVPD" orbital_gap_ev="8.3 / 7.5" charge=0 energy_ev=-19441.61674 spin_multiplicity=3 lumo_energy_ev="0.5 / -1.9"
N -2.16577 -0.89819 -0.17086 -0.29
N 1.40585 -0.21964 0.03549 -0.63
N 0.57173 0.78947 -0.00550 -0.34
O -3.38240 -0.54958 0.27083 -0.48
O -2.07308 1.56369 0.08957 -0.94
S -1.26084 0.50382 -0.45020 1.38
H 2.10056 -0.10850 -0.70303 0.41
H 1.23319 -0.84294 0.81863 0.40
H -3.34168 0.12913 1.04483 0.49

9
Properties=species:S:1:pos:R:3:nbo_charge:R:1 method="wB97M-V/def2-TZVPD" orbital_gap_ev=8.8 charge=0 energy_ev=-10654.81229 lumo_energy_ev=-0.2
N 0.35584 -0.30487 0.68643 0.01
N 1.17184 -0.84799 0.04879 -0.30
N -0.64814 -1.73990 1.38566 0.55
O -0.78232 -2.52704 0.47436 -0.33
O -0.04347 2.39093 -1.45254 -1.05
O -1.12597 -1.39794 2.43151 -0.31
H -0.53677 3.33913 -1.60639 0.53
H 1.93235 -0.36861 -0.52734 0.38
H -0.32336 1.45630 -1.44049 0.51

9
Properties=species:S:1:pos:R:3:nbo_charge:R:1 method="wB97M-V/def2-TZVPD" orbital_gap_ev=6.8 charge=-1 energy_ev=-10098.98088 lumo_energy_ev=4.8
N -0.22549 -1.13547 0.09660 -0.11
N -0.71235 1.01259 -0.22835 -0.69
N 0.25254 0.03419 0.23183 -0.35
N 0.35132 -2.21694 0.27653 0.35
O 1.68370 -2.25724 1.05858 -0.66
O -0.22334 -3.36057 0.15954 -0.64
H -0.09420 1.75825 -0.56902 0.32
H -1.07055 0.50235 -1.03522 0.32
H 1.41767 -1.57147 1.73444 0.45

Maximum force? In order: 0.1435 0.0470 0.0976 0.0505 Eh/bohr.